A) Entry from the Open Molecules 2025 dataset: one molecule with the formula C6H14O (ωB97M-V/def2-TZVPD).

Summary:
SMILES: CCCCCOC
E_HOMO: -9.78 eV
Kohn-Sham gap: 0.4018 hartree

Element x y z (Å)
C (1.93652, -1.45023, -0.74135)
C (0.51794, -2.01684, -0.58261)
C (-0.57821, -1.07279, -1.12951)
C (-1.19446, -0.10043, -0.09792)
C (-0.59233, 1.30597, -0.07234)
O (-0.22381, 1.64685, 1.25577)
C (0.28982, 2.95286, 1.33874)
H (2.70484, -2.14861, -0.37922)
H (2.05166, -0.52647, -0.15698)
H (2.18216, -1.22954, -1.79230)
H (0.48993, -2.97393, -1.12859)
H (0.29280, -2.22127, 0.47846)
H (-0.16327, -0.51479, -1.98483)
H (-1.39436, -1.68901, -1.51768)
H (-1.07114, -0.51421, 0.90731)
H (-2.27988, -0.01091, -0.25052)
H (0.27449, 1.36914, -0.75138)
H (-1.32469, 2.04212, -0.44133)
H (1.20357, 3.09646, 0.73664)
H (0.54153, 3.15592, 2.38406)
H (-0.45455, 3.68977, 1.00296)


B) Entry from the Open Molecules 2025 dataset: one molecule with the formula C6H14O (ωB97M-V/def2-TZVPD).

Summary:
SMILES: CCCCCOC
E_HOMO: -9.80 eV
Kohn-Sham gap: 0.4021 hartree

Element x y z (Å)
C (-3.47181, -0.19619, -0.48859)
C (-2.25847, -0.34088, 0.41987)
C (-0.94791, -0.07298, -0.30502)
C (0.25943, -0.18694, 0.62076)
C (1.53934, 0.12087, -0.14588)
O (2.60770, 0.21330, 0.76680)
C (3.84765, 0.45282, 0.15198)
H (-4.39936, -0.38700, 0.06017)
H (-3.41481, -0.90089, -1.32680)
H (-3.52478, 0.81598, -0.90822)
H (-2.34366, 0.35193, 1.26817)
H (-2.22489, -1.35224, 0.84652)
H (-0.84592, -0.76768, -1.15376)
H (-0.97572, 0.93575, -0.74560)
H (0.28246, -1.18038, 1.10498)
H (0.17901, 0.55815, 1.42392)
H (1.73682, -0.66907, -0.89679)
H (1.39755, 1.08411, -0.69631)
H (4.13039, -0.36695, -0.53399)
H (4.59381, 0.48934, 0.96367)
H (3.83318, 1.39895, -0.42589)


B) (0.0106 hartree below the next structure)


A) Entry from the Open Molecules 2025 dataset: a 2-piece molecular cluster, C6H14O overall (ωB97M-V/def2-TZVPD).

Summary:
SMILES: C=CCCOC.C
E_HOMO: -9.40 eV
Kohn-Sham gap: 0.3840 hartree

Element x y z (Å)
C (-2.07374, -1.01917, 0.98848)
C (-0.84879, -1.45961, 0.71734)
C (0.40811, -0.75627, 1.15238)
C (1.24055, -0.15941, 0.01672)
O (2.37664, 0.43962, 0.59689)
C (3.21104, 1.05140, -0.35176)
H (-2.23934, -0.08528, 1.52616)
H (-2.96745, -1.48800, 0.58099)
H (-0.74051, -2.34927, 0.09491)
H (1.05101, -1.45585, 1.69854)
H (0.15385, 0.05591, 1.84262)
H (1.54757, -0.93867, -0.70272)
H (0.66032, 0.59248, -0.54631)
H (3.58657, 0.32782, -1.09279)
H (4.06192, 1.47903, 0.18514)
H (2.69109, 1.85898, -0.89147)
C (-2.42825, 0.78585, -1.16548)
H (-3.46937, 0.71630, -0.82760)
H (-2.38255, 0.67894, -2.24573)
H (-2.00902, 1.74028, -0.83806)
H (-1.82966, -0.01511, -0.73825)


B) Entry from the Open Molecules 2025 dataset: C6H14O as an isolated structure (ωB97M-V/def2-TZVPD).

Summary:
E_HOMO: -8.11 eV
Kohn-Sham gap: 0.3274 hartree

Element x y z (Å)
C (-0.86150, -0.05848, -0.09007)
C (-1.98890, 0.16730, -1.09658)
C (-0.99709, 0.81995, 1.16153)
C (-0.79331, -1.54456, 0.33031)
H (0.18060, 0.73814, -0.64661)
H (-2.05856, 1.21579, -1.38995)
H (-2.94749, -0.11800, -0.65564)
H (-1.84140, -0.43708, -1.99277)
H (-0.65912, -2.20180, -0.52998)
H (-1.07973, 1.87750, 0.90609)
H (-1.90139, 0.54116, 1.70830)
H (-0.14461, 0.68542, 1.82782)
H (0.02458, -1.72156, 1.02876)
H (-1.73122, -1.81620, 0.82134)
C (2.49600, 0.81568, -0.46037)
C (3.06284, -0.14188, 0.28350)
O (1.42382, 0.64838, -1.24744)
H (0.28992, -0.20825, -0.66086)
H (2.93974, 1.81273, -0.49304)
H (3.91258, 0.07903, 0.91261)
H (2.67422, -1.15327, 0.28306)


C) Entry from the Open Molecules 2025 dataset: a 3-piece molecular cluster, C6H14O overall (ωB97M-V/def2-TZVPD).

Summary:
E_HOMO: -8.27 eV
Kohn-Sham gap: 0.2381 hartree

Element x y z (Å)
C (2.12754, -0.05832, 0.07271)
O (3.27041, -0.27586, -0.34040)
C (0.92163, -0.74250, -0.17881)
C (-0.40058, -0.04653, -0.01990)
C (-0.65993, 0.66262, -1.37600)
C (-1.50260, -1.09039, 0.25538)
C (-2.87780, -0.46561, 0.46419)
H (1.01736, -1.61073, -0.82605)
H (2.04307, 0.76273, 0.87229)
H (4.58615, 0.90337, 1.60808)
H (1.67994, 1.52648, -0.36858)
H (4.56368, 1.51673, 2.02841)
H (-0.23703, 0.72265, 0.73991)
H (-1.73319, 0.79573, -1.49390)
H (-0.09213, 1.59796, -1.39438)
H (-0.27897, 0.08830, -2.22470)
H (-1.58315, -1.78422, -0.58747)
H (-1.16847, -1.63182, 1.14013)
H (-2.80956, 0.36970, 1.16425)
H (-3.29005, -0.07793, -0.46418)
H (-3.57632, -1.16237, 0.92900)


A) (0.0824 hartree below the next structure)


A) Entry from the Open Molecules 2025 dataset: C6H14O as an isolated structure (ωB97M-V/def2-TZVPD).

Summary:
E_HOMO: -9.27 eV
Kohn-Sham gap: 0.3801 hartree

Element x y z (Å)
C (-0.66598, -0.58362, -0.92619)
C (-1.81528, -0.32440, 0.03417)
C (-1.72164, 1.15074, 0.38934)
C (-0.27472, 1.40355, 0.75726)
C (0.54446, 0.87791, -0.39134)
O (1.71963, -1.19125, 0.24137)
C (2.57442, -1.35672, -0.85565)
H (-0.55144, -1.69253, -1.03694)
H (0.84570, -0.98417, -0.13500)
H (-0.88055, -0.24932, -1.93834)
H (-2.79458, -0.56297, -0.40270)
H (-1.71697, -0.94204, 0.93947)
H (-1.94158, 1.73287, -0.51585)
H (-2.41212, 1.44253, 1.17687)
H (0.00168, 0.85105, 1.66973)
H (-0.07562, 2.46242, 0.96198)
H (0.46686, 1.38676, -1.33997)
H (1.61626, 0.94098, -0.10341)
H (2.09113, -1.16843, -1.83214)
H (2.93943, -2.38359, -0.83119)
H (3.43539, -0.67838, -0.78918)


B) Entry from the Open Molecules 2025 dataset: one molecule with the formula C6H14O (ωB97M-V/def2-TZVPD).

Summary:
SMILES: CCCOCCC
E_HOMO: -9.75 eV
Kohn-Sham gap: 0.4019 hartree

Element x y z (Å)
C (-3.63639, 0.25847, 0.39422)
C (-2.42282, -0.44997, -0.20197)
C (-1.15312, 0.38132, -0.06404)
O (-0.03739, -0.47468, -0.00977)
C (1.17663, 0.23269, -0.04853)
C (2.33558, -0.74413, 0.02298)
C (3.66964, -0.02471, -0.15297)
H (-3.73752, 1.27795, 0.00348)
H (-4.56285, -0.27748, 0.16821)
H (-3.54751, 0.32966, 1.48447)
H (-2.25322, -1.40567, 0.30680)
H (-2.59623, -0.68268, -1.26016)
H (-1.19320, 1.00699, 0.84652)
H (-1.05350, 1.07219, -0.91965)
H (1.23383, 0.95261, 0.78850)
H (1.23753, 0.82105, -0.98184)
H (2.19776, -1.50017, -0.75912)
H (2.30206, -1.27165, 0.98391)
H (3.81666, 0.73251, 0.62655)
H (3.71162, 0.48622, -1.12233)
H (4.51243, -0.72051, -0.10527)


B) (0.0927 hartree below the next structure)


A) Entry from the Open Molecules 2025 dataset: a 2-piece molecular cluster, C6H14O overall (ωB97M-V/def2-TZVPD).

Summary:
E_HOMO: -7.48 eV
Kohn-Sham gap: 0.2776 hartree

Element x y z (Å)
C (0.18082, 1.41483, 0.10803)
C (1.63503, 1.05704, 0.32469)
C (2.04509, -0.15592, -0.50526)
C (1.08107, -1.30764, -0.25777)
C (-0.34329, -0.99977, -0.59846)
O (-1.51264, -0.39482, 1.01792)
C (-2.80972, -0.14190, 0.54960)
H (-0.11094, 2.22242, 0.77936)
H (-0.80957, 0.46987, 0.73835)
H (0.00935, 1.78274, -0.91764)
H (2.33160, 1.87125, 0.09121)
H (1.78427, 0.82869, 1.38770)
H (2.00456, 0.10368, -1.57316)
H (3.07762, -0.46619, -0.29432)
H (1.11954, -1.66650, 0.77469)
H (1.36743, -2.17481, -0.87692)
H (-0.50268, -0.39387, -1.48892)
H (-1.03221, -1.82047, -0.49229)
H (-2.78443, 0.52867, -0.31641)
H (-3.46473, 0.32067, 1.30172)
H (-3.26616, -1.07798, 0.24788)


B) Entry from the Open Molecules 2025 dataset: a 2-piece molecular cluster, C6H14O overall (ωB97M-V/def2-TZVPD).

Summary:
SMILES: C=CCCOC.C
E_HOMO: -9.73 eV
Kohn-Sham gap: 0.3962 hartree

Element x y z (Å)
C (1.62241, -1.09803, 1.71900)
C (1.61408, 0.03792, 1.02807)
C (0.49852, 1.04363, 1.05920)
C (-0.18961, 1.20349, -0.29069)
O (-1.17410, 2.19969, -0.16365)
C (-1.86348, 2.42542, -1.36354)
H (0.79133, -1.37468, 2.36541)
H (2.44124, -1.80917, 1.64859)
H (2.45766, 0.26693, 0.37563)
H (0.88249, 2.02748, 1.35638)
H (-0.25091, 0.75020, 1.80209)
H (0.54055, 1.48745, -1.06855)
H (-0.64284, 0.24799, -0.60597)
H (-1.18612, 2.76303, -2.16238)
H (-2.60551, 3.20452, -1.17599)
H (-2.37888, 1.51767, -1.71119)
C (-0.11360, -2.97849, -0.56615)
H (0.23084, -3.77983, 0.09006)
H (0.00189, -3.28234, -1.60594)
H (-1.16311, -2.75978, -0.35915)
H (0.48713, -2.09310, -0.37121)


B) (0.1280 hartree below the next structure)